The following is a quantum chemistry calculation of a structure of composition C76H86BF4N11P2RbS in a non-equilibrium geometry, from the OMol25 dataset.

Values from the calculation:
Frontier orbital gap = 5.395 eV
Energy above the lowest of the compared OMol25 structures with the same formula, charge and spin = 72.9 kcal per mole
Calculated total energy = -138217.1458 eV
Net charge = -1
Multiplicity = 1
HOMO level = -3.50 eV

```
182
C76H86BF4N11P2RbS the ωB97M-V functional and the def2-TZVPD basis
Rb 0.06 0.47 1.19
C -1.76 5.16 -2.96
C -1.09 3.86 -3.38
N -0.60 3.02 -2.29
C -0.22 1.72 -2.83
C -1.40 0.91 -3.34
C 0.52 3.64 -1.58
C 0.14 4.55 -0.40
N 0.07 3.80 0.82
C 0.07 4.44 1.96
C 0.08 3.68 3.17
F 0.06 2.31 3.04
C 0.14 4.21 4.43
F 0.16 3.37 5.50
C 0.18 5.58 4.65
C 0.13 6.36 3.51
F 0.14 7.72 3.67
C 0.07 5.85 2.24
F -0.02 6.77 1.22
H -2.25 5.61 -3.83
H -1.04 5.88 -2.57
H -2.51 4.96 -2.20
H -0.27 4.09 -4.10
H -1.84 3.27 -3.92
H 0.26 1.16 -2.03
H 0.52 1.84 -3.65
H -2.22 0.97 -2.63
H -1.11 -0.14 -3.44
H -1.75 1.25 -4.31
H 1.14 4.22 -2.30
H 1.14 2.85 -1.16
H -0.82 5.05 -0.59
H 0.91 5.33 -0.34
H 0.24 6.00 5.63
C 3.26 -4.53 3.74
C 2.67 -3.82 2.58
C 2.99 -4.03 1.26
C 2.23 -3.09 0.54
N 1.49 -2.38 1.39
N 1.76 -2.81 2.61
B 1.28 -2.20 3.95
N 1.99 -0.85 4.18
N 2.14 0.08 3.23
C 2.80 1.10 3.76
C 3.12 0.81 5.10
C 2.59 -0.45 5.32
C 2.63 -1.20 6.61
C 3.08 2.34 3.05
C 3.15 2.38 1.66
C 3.36 3.58 1.00
C 3.51 4.75 1.72
C 3.45 4.72 3.10
C 3.24 3.53 3.76
N -0.25 -2.06 4.13
N -1.07 -1.29 3.41
C -2.23 -1.22 4.05
C -2.17 -1.96 5.23
C -0.89 -2.49 5.24
C -0.36 -3.44 6.26
C -3.36 -0.42 3.48
C -5.41 -0.41 2.79
C -5.75 0.92 2.24
C -4.93 1.97 2.20
C -3.54 1.97 2.61
C -2.86 0.94 3.12
C 2.27 -2.93 -0.90
C 3.36 -3.42 -1.62
C 3.40 -3.38 -3.00
C 2.33 -2.86 -3.70
C 1.26 -2.32 -3.01
C 1.24 -2.33 -1.62
H 3.98 -5.26 3.37
H 3.77 -3.83 4.40
H 2.50 -5.05 4.33
H 3.67 -4.77 0.88
H 1.64 -2.94 4.79
H 3.67 1.41 5.80
H 3.46 -0.84 7.22
H 1.71 -1.03 7.16
H 2.76 -2.27 6.45
H 3.05 1.46 1.10
H 3.39 3.60 -0.08
H 3.65 5.69 1.20
H 3.55 5.64 3.67
H 3.17 3.52 4.84
H -2.92 -2.09 5.98
H -1.17 -3.71 6.94
H 0.01 -4.35 5.79
H 0.45 -3.01 6.84
H -6.28 -1.07 2.77
H -6.77 1.04 1.89
H -5.29 2.91 1.80
H -3.02 2.91 2.47
H -1.84 1.10 3.43
H 4.21 -3.83 -1.08
H 4.27 -3.75 -3.53
H 2.34 -2.87 -4.79
H 0.42 -1.90 -3.55
H 0.42 -1.88 -1.08
C -4.77 -2.88 -0.40
N -3.51 -2.17 -0.25
P -3.26 -0.72 0.66
C -4.43 0.39 -0.24
C -5.76 0.08 -0.52
C -6.53 0.92 -1.31
C -5.98 2.09 -1.82
C -4.67 2.41 -1.54
C -3.89 1.56 -0.77
C -4.12 -1.11 2.29
C -4.15 -2.58 2.56
C -4.67 -3.22 3.62
C -5.24 -2.64 4.81
C -5.19 -1.34 5.12
C -4.74 -0.28 4.19
P -2.24 -2.34 -1.41
C -1.39 -3.83 -0.77
C -0.74 -4.74 -1.61
C 0.00 -5.77 -1.09
C 0.15 -5.91 0.28
C -0.43 -4.97 1.12
C -1.17 -3.93 0.60
C -3.28 -3.03 -2.77
C -3.92 -2.07 -3.54
C -4.83 -2.44 -4.52
C -5.09 -3.78 -4.75
C -4.46 -4.74 -3.99
C -3.56 -4.37 -3.00
H -5.38 -2.74 0.50
H -4.58 -3.95 -0.51
H -5.34 -2.55 -1.27
H -6.22 -0.79 -0.09
H -7.56 0.67 -1.52
H -6.59 2.75 -2.41
H -4.24 3.32 -1.93
H -2.86 1.82 -0.55
H -3.64 -3.19 1.83
H -4.61 -4.30 3.63
H -5.64 -3.34 5.53
H -5.55 -1.01 6.09
H -4.88 0.71 4.63
H -0.82 -4.62 -2.69
H 0.49 -6.47 -1.75
H 0.73 -6.72 0.69
H -0.28 -5.03 2.19
H -1.57 -3.17 1.26
H -3.72 -1.02 -3.36
H -5.34 -1.68 -5.10
H -5.79 -4.07 -5.53
H -4.68 -5.79 -4.14
H -3.09 -5.14 -2.40
C 1.18 0.04 -6.26
C 2.50 0.14 -7.00
C 3.73 0.05 -6.10
C 3.90 1.25 -5.16
N 3.26 1.03 -3.88
C 3.74 1.27 -2.64
S 3.22 0.29 -1.41
N 4.59 2.27 -2.32
C 5.29 3.28 -3.07
C 6.81 3.09 -3.04
C 7.36 1.91 -3.85
C 7.09 0.53 -3.24
H 0.35 0.09 -6.96
H 1.06 0.85 -5.54
H 1.11 -0.90 -5.72
H 2.53 1.08 -7.56
H 2.56 -0.68 -7.73
H 4.62 -0.01 -6.74
H 3.69 -0.86 -5.50
H 3.48 2.15 -5.64
H 4.97 1.41 -5.00
H 2.61 0.26 -3.87
H 4.78 2.28 -1.33
H 5.07 4.25 -2.61
H 4.92 3.31 -4.10
H 7.13 2.98 -2.00
H 7.26 4.00 -3.44
H 8.45 2.03 -3.93
H 6.96 1.95 -4.87
H 7.56 0.46 -2.26
H 7.50 -0.25 -3.87
H 6.03 0.34 -3.11
```